Entry from OMol25: C25H28BiN4O3S3 as an isolated structure at a distorted geometry (the ωB97M-V functional and the def2-TZVPD basis).

Values from the calculation:
molecular weight: 737.71 g mol⁻¹
highest occupied orbital energy: -9.924 eV
2S+1: 1
frontier orbital gap: 0.2192 Eh
charge: +1
ΔE to the lowest compared entry with this formula, charge and spin: 0.229 eV

Each line ends with the Löwdin charge.
Cartesian coordinates (Å):
C  -1.91  -1.74  -2.63  -0.4387
H  0.18  4.25  2.22  0.1004
H  5.03  -2.72  -3.31  0.1177
C  4.51  -2.40  -2.42  -0.1242
H  -4.04  -1.74  -2.06  0.0920
H  3.85  5.04  0.27  0.0828
C  -4.31  1.82  -1.65  -0.4705
H  -1.65  -2.63  -2.01  0.0509
H  -0.66  -5.26  -0.13  0.1072
N  4.14  -1.16  -2.28  0.1370
C  3.10  3.01  0.04  -0.0033
H  -5.10  1.22  -2.14  0.0803
H  -0.91  -4.32  1.40  0.0677
N  -0.38  -0.68  2.76  -0.0651
H  0.16  -2.61  3.05  0.1085
C  -0.88  -4.25  0.30  -0.1114
C  -0.74  1.77  2.53  -0.4352
H  2.85  -1.40  0.87  0.0792
C  3.08  4.37  0.49  -0.0395
N  2.00  0.85  -0.21  -0.1218
H  -1.25  1.60  -1.48  0.0120
C  4.36  -3.37  -1.41  -0.0532
O  3.00  1.32  -2.30  0.0927
H  3.80  -3.68  0.64  0.1124
H  -3.31  -0.24  -2.78  0.0111
H  -4.57  1.12  0.40  0.0891
C  -1.73  0.47  4.42  0.0186
C  2.80  0.59  -1.34  -0.4592
C  0.93  2.65  1.09  -0.2301
N  0.02  1.67  1.37  -0.0980
H  1.02  -3.60  0.03  0.0778
C  3.84  -2.97  -0.19  -0.0722
C  -1.73  -0.67  5.16  -0.0231
O  0.11  -3.27  -0.15  -0.2754
C  3.25  -1.68  -0.10  -0.0533
O  -1.04  2.84  3.06  0.0752
H  0.44  1.10  -3.70  0.0834
H  -1.86  -3.81  0.05  0.0806
H  3.89  2.62  -0.58  0.1058
S  -0.28  -0.76  -2.54  0.7517
H  -0.69  2.83  -2.69  0.0872
C  -0.44  -1.82  3.46  -0.1309
H  1.91  5.85  1.51  0.1162
H  -4.80  2.76  -1.42  0.0697
C  2.06  2.15  0.29  -0.2463
C  3.42  -0.81  -1.22  -0.2001
H  -2.95  1.96  0.04  0.0841
C  -3.18  -1.04  -2.09  -0.4563
H  4.63  -4.43  -1.63  0.1218
H  -2.10  -0.71  6.17  0.1208
C  -1.29  1.92  -2.55  -0.5296
C  0.96  3.95  1.55  -0.0348
C  -1.05  0.43  3.17  -0.1791
H  -1.17  0.61  -4.36  0.0825
H  -1.60  -2.80  4.99  0.1271
H  -2.28  1.38  4.68  0.1399
Bi  0.10  -0.34  0.31  1.7474
C  -0.62  0.82  -3.43  -0.4731
C  -3.74  1.25  -0.35  -0.5161
H  -2.03  -2.06  -3.68  0.0942
C  2.01  4.78  1.28  -0.0915
S  -2.95  -0.39  -0.37  0.7675
S  -3.03  2.25  -2.98  0.8678
C  -1.17  -1.86  4.61  -0.0286